DFT (ωB97M-V with the def2-TZVPD basis set) results for a molecular structure, C30H33F5N6O3P2W.

As for the LUMO energy (spin up / spin down): -6.0585 / -7.0172 eV. For the HOMO-LUMO gap (spin up / spin down), the calculation gives 6.43 / 5.80 eV. The relative energy (zero: lowest compared OMol25 entry of this formula, charge and spin) comes out at 13.1 kcal per mole.

```
! wB97M-V def2-TZVPD RIJCOSX def2/J DEFGRID3
* xyz 2 3
W 0.28 -0.12 -0.39
O -1.79 4.99 -0.12
C -2.06 4.45 1.08
C -2.86 5.20 1.95
C -3.17 4.71 3.19
C -2.70 3.46 3.62
C -1.92 2.72 2.78
C -1.59 3.18 1.49
C -0.76 2.36 0.63
O -0.38 1.18 1.08
N -0.34 2.78 -0.54
N 0.45 1.81 -1.10
C 1.36 2.16 -1.97
C 2.23 1.09 -2.36
C 3.25 1.19 -3.31
C 4.03 0.09 -3.58
C 3.78 -1.10 -2.89
C 2.78 -1.14 -1.95
N 2.00 -0.07 -1.67
H -1.19 4.40 -0.62
H -3.21 6.16 1.61
H -3.79 5.31 3.85
H -2.95 3.10 4.61
H -1.54 1.75 3.09
H 1.47 3.19 -2.29
H 3.40 2.13 -3.82
H 4.82 0.14 -4.31
H 4.37 -1.98 -3.07
H 2.56 -2.04 -1.39
C 2.66 1.99 1.28
P 2.21 0.24 1.25
C 3.80 -0.60 0.99
C 1.73 -0.25 2.92
C 2.47 0.19 4.02
C 2.16 -0.27 5.29
C 1.12 -1.17 5.46
C 0.39 -1.60 4.37
C 0.68 -1.14 3.09
P -0.30 -1.64 1.66
C -2.02 -1.35 2.17
C -0.14 -3.45 1.53
H 3.46 2.15 2.01
H 1.81 2.61 1.55
H 3.03 2.29 0.30
H 4.43 -0.38 1.86
H 4.30 -0.24 0.09
H 3.67 -1.68 0.92
H 3.29 0.89 3.89
H 2.73 0.08 6.14
H 0.88 -1.53 6.45
H -0.43 -2.30 4.53
H -2.16 -1.72 3.18
H -2.69 -1.87 1.49
H -2.24 -0.29 2.12
H -0.43 -3.91 2.48
H 0.89 -3.73 1.30
H -0.79 -3.81 0.74
F -3.33 -2.74 -0.61
C -3.11 -2.00 -1.64
F -1.69 -0.42 -0.51
C -4.16 -0.86 -1.57
F -4.51 -0.48 -0.35
F -5.23 -1.38 -2.20
F -3.74 0.20 -2.26
C -0.46 -4.32 -2.89
N -0.61 -2.93 -3.31
C -1.27 -2.62 -4.46
C -1.58 -1.35 -4.79
C -1.17 -0.32 -3.89
N -0.48 -0.64 -2.80
C -0.32 -1.91 -2.46
O 0.19 -2.14 -1.31
N -1.43 0.96 -4.14
H -0.34 -4.94 -3.77
H -1.34 -4.63 -2.33
H 0.42 -4.40 -2.26
H -1.53 -3.46 -5.09
H -2.11 -1.12 -5.71
H -1.98 1.24 -4.93
H -1.24 1.65 -3.42
*
```

=====

DFT (ωB97M-V with the def2-TZVPD basis set) results for 11 unconnected molecules or ions with the total composition C37H101Cl10N9O15P6.

As for the LUMO energy: 0.5349 eV. For the HOMO-LUMO gap, the calculation gives 9.06 eV. The structure (SMILES) is CN(C)P(=O)(N(C)C)N(C)C.CN(C)P(=O)(N(C)C)N(C)C.CN(C)P(=O)(N(C)C)N(C)C.COP(=O)(OC)OC.COP(=O)(OC)OC.COP(=O)(OC)OC.ClCCCl.ClCCCl.ClCCCl.ClCCCl.ClCCCl.

```
! wB97M-V def2-TZVPD RIJCOSX def2/J DEFGRID3
* xyz 0 1
C 5.86 5.24 2.93
N 5.11 4.32 3.78
C 5.10 4.72 5.16
P 4.43 2.92 3.10
O 3.40 2.33 4.01
N 3.80 3.53 1.65
C 2.85 4.61 1.69
C 4.15 3.14 0.28
N 5.57 1.91 2.48
C 6.97 2.07 2.95
C 5.23 0.59 2.03
H 6.92 4.95 2.88
H 5.85 6.21 3.40
H 5.42 5.20 1.93
H 4.79 5.75 5.23
H 6.13 4.58 5.54
H 4.40 4.16 5.71
H 3.14 5.43 1.04
H 1.88 4.25 1.31
H 2.73 5.03 2.77
H 4.17 4.04 -0.28
H 5.20 2.76 0.20
H 3.43 2.42 -0.18
H 7.47 1.10 2.86
H 7.58 2.83 2.42
H 7.05 2.15 3.98
H 5.13 -0.10 2.91
H 5.92 0.25 1.33
H 4.25 0.64 1.48
C -1.32 -5.37 -4.95
N 0.08 -5.42 -5.35
C 0.27 -5.87 -6.74
P 1.40 -5.70 -4.37
O 2.70 -5.40 -5.01
N 0.92 -4.81 -3.00
C 0.66 -3.37 -3.37
C 1.79 -4.95 -1.83
N 1.30 -7.23 -3.74
C 0.24 -7.69 -2.91
C 2.55 -7.91 -3.46
H -1.48 -4.75 -4.13
H -1.75 -6.43 -4.75
H -1.87 -5.01 -5.88
H 1.28 -6.16 -7.01
H 0.04 -5.05 -7.48
H -0.31 -6.79 -7.00
H -0.01 -2.88 -2.62
H 1.66 -2.86 -3.44
H 0.18 -3.37 -4.33
H 2.86 -4.90 -2.09
H 1.54 -4.21 -1.08
H 1.76 -5.96 -1.40
H -0.41 -8.31 -3.45
H 0.68 -8.25 -2.12
H -0.43 -6.99 -2.48
H 2.61 -8.87 -3.86
H 2.81 -7.88 -2.40
H 3.40 -7.44 -3.93
C -2.49 5.58 0.62
N -2.88 4.19 0.46
C -1.82 3.32 0.89
P -4.17 3.44 -0.29
O -3.78 2.30 -1.13
N -5.30 3.13 0.91
C -6.06 1.92 0.91
C -5.44 3.99 2.02
N -4.88 4.52 -1.27
C -4.20 4.76 -2.54
C -6.03 5.35 -1.04
H -3.29 6.25 0.45
H -1.74 5.83 -0.18
H -2.00 5.73 1.60
H -0.84 3.47 0.44
H -2.15 2.29 0.55
H -1.78 3.26 1.99
H -5.61 1.08 0.37
H -6.40 1.59 1.95
H -7.09 2.06 0.39
H -6.10 4.81 1.84
H -5.75 3.42 2.89
H -4.46 4.41 2.31
H -3.21 4.35 -2.49
H -4.70 4.16 -3.35
H -4.21 5.77 -2.84
H -5.73 6.34 -1.23
H -6.53 5.19 -0.09
H -6.73 5.18 -1.90
C -1.30 -0.19 7.61
O -0.24 -0.34 6.63
P -0.23 -1.66 5.79
O -1.44 -2.06 5.02
O 0.91 -1.22 4.76
C 2.13 -0.52 5.16
O 0.31 -2.81 6.76
C 0.35 -4.21 6.33
H -2.26 -0.27 7.19
H -1.08 0.74 8.13
H -1.03 -0.99 8.31
H 2.70 -0.61 4.26
H 2.70 -0.98 5.96
H 1.92 0.53 5.25
H 0.60 -4.27 5.30
H -0.60 -4.75 6.45
H 1.19 -4.65 6.83
C -0.52 -0.36 -5.51
O -1.87 -0.11 -5.25
P -2.84 -1.44 -4.94
O -2.20 -2.24 -3.88
O -3.08 -2.13 -6.33
C -3.61 -1.62 -7.51
O -4.25 -0.74 -4.67
C -4.39 -0.06 -3.41
H -0.45 -0.87 -6.48
H -0.01 -0.83 -4.68
H -0.02 0.63 -5.58
H -3.54 -0.52 -7.57
H -4.59 -1.96 -7.64
H -3.04 -2.07 -8.30
H -5.46 0.21 -3.36
H -3.67 0.76 -3.36
H -4.07 -0.79 -2.72
C 1.02 0.84 2.10
O 1.47 0.75 0.75
P 0.76 -0.21 -0.28
O 1.61 -0.48 -1.48
O -0.67 0.43 -0.53
C -1.39 0.05 -1.75
O 0.38 -1.55 0.61
C 1.34 -2.31 1.31
H 1.47 1.82 2.52
H 1.47 0.04 2.70
H -0.11 0.78 2.12
H -0.75 0.19 -2.62
H -2.33 0.66 -1.82
H -1.54 -1.03 -1.65
H 0.78 -2.57 2.17
H 2.25 -1.77 1.53
H 1.55 -3.20 0.73
Cl 1.93 3.77 -2.67
C 0.87 2.54 -3.39
C -0.64 2.76 -3.28
Cl -1.07 4.44 -3.80
H 1.12 1.62 -2.86
H 1.13 2.46 -4.47
H -0.89 2.64 -2.22
H -1.08 1.99 -3.87
Cl -1.64 4.11 6.74
C -0.26 3.28 6.00
C 0.09 3.52 4.51
Cl 0.42 5.27 4.35
H -0.61 2.26 6.11
H 0.56 3.54 6.62
H -0.74 3.27 3.91
H 0.97 2.89 4.30
Cl -3.99 -1.65 1.28
C -3.04 -0.90 2.62
C -3.73 0.41 2.95
Cl -2.65 1.32 4.08
H -1.99 -0.70 2.19
H -2.96 -1.63 3.43
H -4.71 0.27 3.45
H -3.70 1.10 2.11
Cl -4.08 -5.60 -1.30
C -2.50 -4.89 -1.56
C -2.00 -4.16 -0.29
Cl -1.64 -5.23 1.07
H -2.53 -4.05 -2.31
H -1.72 -5.54 -1.95
H -2.69 -3.39 -0.01
H -1.03 -3.74 -0.45
Cl 4.65 -1.85 0.06
C 4.80 -1.63 -1.68
C 4.71 -0.19 -2.15
Cl 6.15 0.77 -1.52
H 4.04 -2.18 -2.30
H 5.77 -1.99 -2.09
H 3.78 0.26 -1.95
H 4.84 -0.17 -3.26
*
```

=====

DFT (ωB97M-V with the def2-TZVPD basis set) results for 13 unconnected molecules or ions with the total composition C31H39F5N8O15.

As for the LUMO energy: -0.4834 eV. For the HOMO-LUMO gap, the calculation gives 10.47 eV.

```
! wB97M-V def2-TZVPD RIJCOSX def2/J DEFGRID3
* xyz 0 1
C -5.30 -20.23 -17.56
C -4.83 -19.59 -18.83
O -5.05 -18.20 -18.55
C -5.13 -17.97 -17.24
O -5.05 -16.80 -16.71
O -5.17 -19.20 -16.63
F -5.58 -19.92 -19.79
H -4.71 -21.11 -17.31
H -6.31 -20.60 -17.76
H -3.76 -19.77 -18.97
C -6.41 -28.80 -19.04
C -7.41 -27.84 -19.73
O -6.57 -27.52 -20.85
C -5.24 -27.72 -20.51
O -4.35 -27.35 -21.21
O -5.12 -28.35 -19.35
F -7.54 -26.64 -18.93
H -6.57 -29.84 -19.35
H -6.67 -28.81 -17.98
H -8.39 -28.17 -20.08
C -6.23 -22.44 -12.13
C -6.84 -21.08 -12.17
O -7.31 -20.87 -10.84
C -7.46 -22.07 -10.31
O -7.94 -22.37 -9.16
O -7.06 -23.01 -11.18
F -7.75 -20.93 -13.14
H -5.17 -22.46 -11.87
H -6.26 -22.96 -13.09
H -6.03 -20.40 -12.44
C -12.56 -25.19 -13.39
C -11.22 -24.93 -12.73
O -11.00 -23.65 -13.25
C -11.58 -23.50 -14.43
O -11.50 -22.59 -15.21
O -12.38 -24.54 -14.58
F -10.15 -25.70 -12.96
H -13.35 -24.70 -12.81
H -12.79 -26.26 -13.44
H -11.34 -24.71 -11.67
C -6.30 -23.91 -15.66
C -7.59 -24.53 -15.16
O -8.22 -24.78 -16.44
C -7.76 -23.96 -17.41
O -8.24 -23.88 -18.52
O -6.66 -23.30 -16.93
F -8.33 -23.66 -14.45
H -5.63 -24.71 -15.98
H -5.70 -23.34 -14.96
H -7.44 -25.43 -14.56
C -8.18 -24.27 -21.69
C -8.42 -24.17 -23.18
N -8.60 -24.09 -24.33
H -8.88 -25.00 -21.27
H -8.16 -23.27 -21.26
H -7.22 -24.75 -21.53
C -2.49 -19.45 -13.84
C -3.51 -20.49 -14.11
N -4.23 -21.38 -14.28
H -2.71 -19.04 -12.86
H -2.60 -18.59 -14.51
H -1.48 -19.82 -13.96
C -7.98 -28.73 -12.56
C -8.83 -28.59 -11.36
N -9.54 -28.49 -10.47
H -8.32 -29.62 -13.09
H -6.90 -28.86 -12.41
H -8.11 -27.79 -13.09
C -11.02 -25.00 -18.08
C -12.05 -25.79 -18.81
N -12.82 -26.42 -19.42
H -11.10 -23.99 -18.49
H -10.11 -25.49 -18.41
H -11.18 -24.96 -17.00
C -4.29 -27.83 -11.75
C -4.55 -27.08 -13.01
N -4.79 -26.57 -14.02
H -3.54 -27.20 -11.26
H -3.94 -28.85 -11.94
H -5.16 -27.98 -11.11
C -4.06 -24.34 -18.44
C -4.91 -23.79 -19.49
N -5.60 -23.36 -20.28
H -3.78 -23.52 -17.79
H -3.13 -24.58 -18.96
H -4.29 -25.27 -17.93
C -8.48 -20.93 -20.18
C -9.66 -21.28 -19.43
N -10.61 -21.54 -18.88
H -8.68 -21.16 -21.22
H -7.52 -21.34 -19.87
H -8.35 -19.85 -20.09
C -9.68 -20.36 -15.73
C -8.80 -19.20 -15.46
N -8.10 -18.30 -15.25
H -9.49 -21.29 -15.20
H -9.73 -20.47 -16.82
H -10.70 -20.04 -15.51
*
```

=====

DFT (ωB97M-V with the def2-TZVPD basis set) results for 9 unconnected molecules or ions with the total composition C30H43N7O2.

As for the LUMO energy: 0.0401 eV. For the HOMO-LUMO gap, the calculation gives 7.84 eV. The relative energy (zero: lowest compared OMol25 entry of this formula, charge and spin) comes out at 53.7 kcal per mole. The structure (SMILES) is c1cc[nH]c1.c1cc[nH]c1.c1cc[nH]c1.c1cc[nH]c1.c1cc[nH]c1.c1cc[nH]c1.c1cc[nH]c1.CO.CO.

```
! wB97M-V def2-TZVPD RIJCOSX def2/J DEFGRID3
* xyz 0 1
C -5.04 1.06 -1.84
C -5.97 0.20 -1.27
C -6.10 0.55 0.06
N -5.23 1.59 0.29
C -4.63 1.96 -0.88
H -4.64 1.09 -2.84
H -6.50 -0.54 -1.86
H -6.73 0.22 0.87
H -5.21 2.00 1.20
H -3.96 2.80 -0.95
C 4.91 -0.48 -0.08
C 5.79 -0.84 -1.10
C 5.49 -0.13 -2.24
N 4.34 0.58 -1.93
C 4.00 0.41 -0.63
H 4.93 -0.78 0.96
H 6.63 -1.52 -0.99
H 5.95 -0.02 -3.20
H 3.87 1.23 -2.53
H 3.21 0.95 -0.14
C 4.22 2.67 2.10
C 4.68 3.46 3.17
C 3.82 4.54 3.27
N 2.96 4.48 2.22
C 3.25 3.38 1.44
H 4.64 1.69 1.90
H 5.49 3.31 3.87
H 3.83 5.36 3.97
H 2.30 5.20 1.97
H 2.65 3.20 0.56
C 0.65 -0.59 -0.91
C -0.28 -0.95 -1.93
C -1.23 0.01 -1.95
N -0.96 0.94 -0.99
C 0.19 0.58 -0.33
H 1.51 -1.20 -0.66
H -0.19 -1.86 -2.50
H -2.12 0.06 -2.56
H -1.49 1.75 -0.69
H 0.57 1.22 0.45
C -3.01 -3.17 2.10
C -3.99 -2.24 1.63
C -3.33 -1.26 0.94
N -1.97 -1.49 1.07
C -1.80 -2.64 1.76
H -3.17 -4.15 2.52
H -5.06 -2.33 1.70
H -3.65 -0.37 0.43
H -1.27 -0.90 0.66
H -0.83 -3.08 1.94
C -0.97 -5.60 -5.34
C -1.84 -4.70 -5.99
C -2.37 -3.92 -4.98
N -1.78 -4.25 -3.81
C -0.92 -5.30 -3.99
H -0.44 -6.43 -5.80
H -2.12 -4.73 -7.03
H -3.07 -3.10 -5.02
H -2.05 -3.79 -2.96
H -0.44 -5.78 -3.16
C -0.37 1.52 4.33
C 0.24 1.19 5.54
C 1.48 1.80 5.54
N 1.68 2.39 4.33
C 0.53 2.26 3.59
H -1.30 1.06 4.01
H -0.13 0.55 6.33
H 2.32 1.59 6.19
H 2.59 2.60 3.94
H 0.50 2.59 2.57
C 2.96 -3.37 -2.31
O 3.41 -2.70 -1.10
H 3.66 -4.16 -2.57
H 1.96 -3.73 -2.05
H 2.87 -2.62 -3.10
H 3.56 -1.76 -1.28
C -1.90 3.62 1.38
O -1.56 3.58 -0.02
H -2.91 4.03 1.48
H -1.86 2.60 1.77
H -1.25 4.29 1.93
H -2.01 4.32 -0.44
*
```

=====

DFT (ωB97M-V with the def2-TZVPD basis set) results for a single BrFHP molecule.

As for the LUMO energy: -0.3916 eV. For the HOMO-LUMO gap, the calculation gives 10.09 eV. The relative energy (zero: lowest compared OMol25 entry of this formula, charge and spin) comes out at 21.9 kcal per mole. The structure (SMILES) is FPBr.

```
! wB97M-V def2-TZVPD RIJCOSX def2/J DEFGRID3
* xyz 0 1
F -1.04 -1.37 0.08
P -0.43 0.33 -0.52
Br 0.60 1.03 1.28
H 0.88 0.01 -0.85
*
```